1:
Here is a gas-phase ion, C5H14N2 (charge +1) from the OMol25 dataset. Energies are from ωB97M-V/def2-TZVPD.

Cartesian coordinates (Å):
1 N -2.700 -1.583 0.420
2 N 3.001 0.258 -0.695
3 C 0.691 1.019 -0.681
4 C -1.945 -0.861 1.461
5 C -0.052 -0.142 0.009
6 C -1.073 0.320 1.023
7 C 2.039 0.928 -1.473
8 H 2.399 1.930 -1.689
9 H 3.055 -0.757 -0.647
10 H 0.613 -0.966 0.298
11 H 1.860 0.325 -2.372
12 H 3.285 0.754 0.155
13 H -2.783 -0.541 2.088
14 H -1.384 -1.577 2.049
15 H -0.477 -0.753 -0.809
16 H -2.808 -1.058 -0.448
17 H -0.010 1.600 -1.283
18 H -0.654 0.824 1.883
19 H -2.320 -2.461 0.060
20 H 1.007 1.714 0.126
21 H -1.744 1.028 0.524

HOMO-LUMO gap (spin up / spin down)	0.3147 / 0.1278	Eh
spin multiplicity	2
charge	+1
HOMO energy (spin up / spin down)	-12.10 / -12.01	eV

Mulliken population analysis, charges in e, atoms 1 to 4:
1. N -0.581
2. N -0.100
3. C -0.639
4. C -0.760

***

2:
Here is a gas-phase ion, C5H14N2 (charge +1) from the OMol25 dataset. Energies are from ωB97M-V/def2-TZVPD.

Cartesian coordinates (Å):
1 N 2.942 -1.063 1.664
2 N -2.301 1.390 -0.475
3 C 2.181 0.030 1.041
4 C 0.937 -0.226 0.454
5 C -1.344 0.194 -0.312
6 C 0.081 0.700 -0.355
7 C -1.597 -0.758 -1.492
8 H -3.227 1.014 -0.662
9 H 3.463 -0.703 2.457
10 H -1.445 -0.216 -2.419
11 H -0.852 -1.544 -1.436
12 H -1.992 1.968 -1.254
13 H 2.675 0.988 1.114
14 H 0.589 -1.255 0.442
15 H -2.549 -1.303 -1.456
16 H 0.090 1.725 0.047
17 H 2.287 -1.743 2.088
18 H 0.577 0.823 -1.331
19 H -2.270 1.932 0.391
20 H 3.440 -1.588 0.940
21 H -1.685 -0.366 0.554

HOMO-LUMO gap (spin up / spin down)	0.1503 / 0.2987	Eh
spin multiplicity	2
charge	+1
HOMO energy (spin up / spin down)	-7.14 / -11.21	eV

Mulliken population analysis, charges in e, atoms 1 to 4:
1. N -0.286
2. N -0.292
3. C -0.801
4. C -0.618

***

3:
Here is a gas-phase ion, C5H14N2 (charge +1) from the OMol25 dataset. Energies are from ωB97M-V/def2-TZVPD.

Cartesian coordinates (Å):
1 N 0.676 -1.675 -0.210
2 N 3.053 0.020 0.755
3 C -3.108 0.262 -0.541
4 C -1.888 0.097 0.322
5 C -0.484 0.572 -0.360
6 C 0.677 -0.204 0.247
7 C 1.959 0.421 -0.179
8 H 1.504 -1.965 0.340
9 H 0.830 -0.428 1.384
10 H -3.202 1.305 -0.914
11 H 3.864 0.795 0.669
12 H -0.136 1.650 0.066
13 H 1.721 1.516 -0.179
14 H 3.606 -0.691 0.235
15 H -4.004 0.237 0.166
16 H -1.864 0.874 1.120
17 H -3.072 -0.449 -1.512
18 H 2.267 0.130 -1.123
19 H -0.182 -2.139 0.214
20 H -1.923 -0.813 0.981
21 H -0.294 0.486 -1.482

HOMO-LUMO gap (spin up / spin down)	0.4159 / 0.2077	Eh
spin multiplicity	2
charge	+1
HOMO energy (spin up / spin down)	-14.58 / -14.57	eV

Mulliken population analysis, charges in e, atoms 1 to 4:
1. N -0.239
2. N -0.739
3. C -1.155
4. C -0.514

***

4:
Here is 2 unconnected molecules or ions with the total composition C5H14N2 from the OMol25 dataset. Energies are from ωB97M-V/def2-TZVPD.

Cartesian coordinates (Å):
1 N 0.098 0.785 0.031
2 N 2.626 -1.812 -0.428
3 C -1.564 -1.233 0.957
4 C 0.635 -0.434 0.139
5 C 2.148 -0.515 0.078
6 C -1.921 3.421 -1.040
7 C -0.104 -1.630 0.725
8 H -2.097 4.081 -0.212
9 H 2.413 0.292 -0.679
10 H -1.261 2.593 -0.787
11 H 0.390 -1.944 1.673
12 H -2.016 -1.912 1.671
13 H 2.389 -2.564 0.196
14 H -2.117 -1.240 0.064
15 H -1.600 -0.167 1.301
16 H -2.923 3.033 -1.353
17 H 2.526 -0.288 1.071
18 H 0.208 -0.164 -1.073
19 H -1.485 4.000 -1.837
20 H 3.684 -1.834 -0.568
21 H -0.031 -2.469 0.070

HOMO-LUMO gap (spin up / spin down)	0.2793 / 0.2538	Eh
spin multiplicity	2
charge	+1
HOMO energy (spin up / spin down)	-14.50 / -14.47	eV

Mulliken population analysis, charges in e, atoms 1 to 4:
1. N -0.303
2. N -0.580
3. C -1.322
4. C 0.486

***

It turns out 1 is the most stable, with the second structure 0.673 eV higher.

***

1:
Here is 2 unconnected molecules or ions with the total composition C5H13N from the OMol25 dataset. Energies are from ωB97M-V/def2-TZVPD.

Cartesian coordinates (Å):
1 N 1.146 -1.117 -2.315
2 C -0.297 0.489 2.484
3 C -1.879 1.727 0.810
4 C 0.711 -2.445 -2.256
5 C -1.102 1.869 2.075
6 C 1.696 -0.553 -1.311
7 H -0.250 2.635 2.191
8 H 1.570 -3.114 -1.968
9 H 0.589 0.326 1.803
10 H -1.027 1.289 0.125
11 H 1.943 0.479 -1.522
12 H -1.700 2.242 2.994
13 H -0.041 0.654 3.555
14 H 0.356 -2.846 -3.196
15 H -2.240 2.650 0.412
16 H -0.232 -2.626 -1.642
17 H 2.077 -1.180 -0.484
18 H -2.769 1.073 0.746
19 H -1.070 -0.286 2.388

HOMO-LUMO gap	0.3831	Eh
SMILES string	C=NC.CCC
spin multiplicity	1
HOMO energy	-9.43	eV

Mulliken population analysis, charges in e, atoms 1 to 4:
1. N -0.384
2. C -0.901
3. C -0.801
4. C -0.742

***

2:
Here is a molecular structure, C5H13N from the OMol25 dataset. Energies are from ωB97M-V/def2-TZVPD.

Cartesian coordinates (Å):
1 N -1.187 -0.379 1.074
2 C -0.482 1.409 -0.804
3 C -0.318 -0.969 -0.065
4 C 0.075 2.174 0.327
5 C 0.768 -2.219 0.194
6 C 0.316 0.131 -0.936
7 H 0.809 1.501 1.019
8 H 0.622 3.095 0.130
9 H -1.392 -1.072 1.724
10 H 0.024 -0.494 0.963
11 H -1.046 -1.329 -0.680
12 H 0.279 -3.049 0.821
13 H 1.032 -2.626 -0.779
14 H -1.515 1.033 -0.468
15 H 1.385 0.446 -0.762
16 H -0.665 1.992 -1.650
17 H 1.679 -1.906 0.820
18 H -0.669 2.433 1.075
19 H 0.284 -0.170 -2.001

HOMO-LUMO gap	0.3702	Eh
spin multiplicity	1
HOMO energy	-9.11	eV

Mulliken population analysis, charges in e, atoms 1 to 4:
1. N -0.656
2. C -0.233
3. C -0.008
4. C -1.066

***

3:
Here is a single C5H13N molecule from the OMol25 dataset. Energies are from ωB97M-V/def2-TZVPD.

Cartesian coordinates (Å):
1 N 1.961 -0.469 0.579
2 C 0.027 0.291 -1.036
3 C -1.515 0.286 -1.221
4 C 2.268 0.468 1.666
5 C -2.339 -0.778 -0.487
6 C 0.524 -0.456 0.237
7 H 0.069 -1.568 0.196
8 H -2.206 -0.626 0.653
9 H 2.556 0.022 -0.154
10 H 0.360 -0.211 -2.010
11 H -1.751 0.407 -2.321
12 H 0.060 0.167 1.047
13 H 1.469 1.053 1.886
14 H 3.021 1.092 1.223
15 H 2.473 0.079 2.631
16 H -1.958 -1.791 -0.591
17 H 0.386 1.416 -0.953
18 H -2.004 1.189 -0.819
19 H -3.401 -0.570 -0.527

HOMO-LUMO gap	0.3678	Eh
SMILES string	CCCCNC
spin multiplicity	1
HOMO energy	-8.91	eV

Mulliken population analysis, charges in e, atoms 1 to 4:
1. N -0.382
2. C -0.286
3. C -0.375
4. C -0.922

***

4:
Here is 2 unconnected molecules or ions with the total composition C5H13N from the OMol25 dataset. Energies are from ωB97M-V/def2-TZVPD.

Cartesian coordinates (Å):
1 N 1.914 0.343 -0.363
2 C -0.619 -0.056 -0.889
3 C -0.178 -1.827 0.860
4 C -1.852 0.197 0.495
5 C -1.143 -1.088 -0.019
6 C 1.898 1.831 -0.381
7 H 1.657 2.310 -1.349
8 H -1.816 -1.777 -0.537
9 H -2.547 -0.096 1.309
10 H -2.590 0.681 -0.143
11 H -1.186 0.841 1.073
12 H -0.683 -2.243 1.736
13 H -1.105 0.286 -1.799
14 H 2.895 2.253 -0.211
15 H 2.849 0.100 -0.689
16 H 1.057 2.052 0.284
17 H 0.184 -2.699 0.313
18 H 0.622 0.057 -0.825
19 H 0.645 -1.164 1.135

HOMO-LUMO gap	0.2305	Eh
spin multiplicity	1
HOMO energy	-6.55	eV

Mulliken population analysis, charges in e, atoms 1 to 4:
1. N -0.613
2. C -0.601
3. C -1.321
4. C -1.287

***

It turns out 3 is the most stable, with the second structure 0.207 eV higher.

***

1:
Here is 2 unconnected molecules or ions with the total composition C5H13N from the OMol25 dataset. Energies are from ωB97M-V/def2-TZVPD.

Cartesian coordinates (Å):
1 N -1.259 -0.886 -0.169
2 C -1.626 0.280 0.189
3 C 1.940 -0.568 1.030
4 C -3.029 0.707 0.404
5 C 1.777 0.127 -1.404
6 C 1.176 0.271 -0.001
7 H -3.136 1.079 1.427
8 H 1.898 -1.637 0.786
9 H -3.778 -0.073 0.231
10 H -0.070 -0.746 -0.208
11 H 1.238 0.739 -2.133
12 H -0.409 0.738 0.238
13 H 1.323 1.321 0.289
14 H -3.247 1.557 -0.248
15 H 3.004 -0.304 1.097
16 H 1.516 -0.450 2.032
17 H 1.728 -0.911 -1.755
18 H -1.880 -1.667 -0.351
19 H 2.834 0.424 -1.453

HOMO-LUMO gap	0.2914	Eh
spin multiplicity	1
HOMO energy	-7.09	eV

Mulliken population analysis, charges in e, atoms 1 to 4:
1. N -0.265
2. C 0.182
3. C -1.226
4. C -1.011

***

2:
Here is 2 unconnected molecules or ions with the total composition C5H13N from the OMol25 dataset. Energies are from ωB97M-V/def2-TZVPD.

Cartesian coordinates (Å):
1 N -0.628 1.174 -0.147
2 C 1.299 1.551 1.318
3 C 0.097 0.655 1.032
4 C 0.488 -0.760 0.768
5 C -1.217 -1.614 -1.366
6 C -0.008 -0.722 -1.288
7 H -1.072 -2.515 -0.769
8 H 0.004 0.018 -2.087
9 H -0.611 0.738 1.875
10 H -1.627 1.017 -0.051
11 H -0.363 1.901 -0.815
12 H 0.938 -1.225 -1.447
13 H -0.129 -1.484 1.303
14 H 1.787 1.224 2.239
15 H 1.541 -1.006 0.895
16 H 2.029 1.475 0.508
17 H -2.122 -1.128 -0.991
18 H 1.011 2.600 1.432
19 H -1.417 -1.898 -2.409

HOMO-LUMO gap	0.3173	Eh
spin multiplicity	1
HOMO energy	-7.49	eV

Mulliken population analysis, charges in e, atoms 1 to 4:
1. N -0.618
2. C -1.597
3. C 0.778
4. C -1.317

***

It turns out 2 is the most stable, with the second structure 0.120 eV higher.

***

1:
Here is a single C5H13N molecule from the OMol25 dataset. Energies are from ωB97M-V/def2-TZVPD.

Cartesian coordinates (Å):
1 N -0.894 -0.217 -1.466
2 C -0.722 -0.469 -0.030
3 C 0.980 1.400 0.283
4 C 0.648 -0.064 0.548
5 C 1.765 -0.964 0.016
6 C -1.881 0.191 0.709
7 H 1.363 1.525 -0.731
8 H 1.554 -2.023 0.183
9 H -2.814 -0.303 0.439
10 H -0.807 -1.552 0.091
11 H -0.152 -0.673 -1.993
12 H 2.709 -0.739 0.508
13 H -0.794 0.776 -1.653
14 H -1.754 0.133 1.788
15 H -1.971 1.241 0.428
16 H 0.093 2.029 0.390
17 H 0.574 -0.212 1.627
18 H 1.879 -0.814 -1.059
19 H 1.726 1.777 0.981

HOMO-LUMO gap	0.3804	Eh
SMILES string	CC(C)[C@@H](C)N
spin multiplicity	1
HOMO energy	-9.25	eV

Mulliken population analysis, charges in e, atoms 1 to 4:
1. N -0.712
2. C 0.156
3. C -1.537
4. C 0.616

***

2:
Here is a single C5H13N molecule from the OMol25 dataset. Energies are from ωB97M-V/def2-TZVPD.

Cartesian coordinates (Å):
1 N -0.218 0.293 -0.597
2 C -0.824 -0.737 0.076
3 C -2.608 -0.281 -0.046
4 C 2.281 -0.495 0.443
5 C -0.162 1.554 0.112
6 C 1.441 -0.361 -0.809
7 H -3.122 -1.214 0.163
8 H 1.873 -1.251 1.116
9 H -0.760 -1.688 -0.449
10 H 1.328 -1.304 -1.343
11 H 2.335 0.450 0.984
12 H -1.103 2.083 -0.032
13 H -2.827 0.079 -1.045
14 H -2.806 0.469 0.712
15 H 3.307 -0.784 0.199
16 H 0.626 2.164 -0.330
17 H 0.033 1.450 1.188
18 H 1.826 0.391 -1.497
19 H -0.620 -0.817 1.154

HOMO-LUMO gap	0.3466	Eh
SMILES string	CCN(C)CC
spin multiplicity	1
HOMO energy	-8.28	eV

Mulliken population analysis, charges in e, atoms 1 to 4:
1. N -0.193
2. C -0.572
3. C -1.150
4. C -0.903

***

3:
Here is a single C5H13N molecule from the OMol25 dataset. Energies are from ωB97M-V/def2-TZVPD.

Cartesian coordinates (Å):
1 N 0.765 0.287 -0.990
2 C -1.410 -0.565 -1.060
3 C -0.967 1.262 0.628
4 C 0.049 -1.146 0.858
5 C 2.141 0.120 -0.167
6 C -0.374 0.013 -0.124
7 H 0.656 -0.890 1.712
8 H 2.250 0.667 0.967
9 H -1.737 0.839 1.436
10 H 2.390 -1.152 -0.162
11 H -0.879 -1.593 1.397
12 H -0.166 1.953 1.140
13 H -1.679 2.066 -0.045
14 H 2.793 0.799 -0.885
15 H -1.819 0.103 -1.831
16 H -0.928 -1.451 -1.432
17 H 0.499 -1.948 0.209
18 H 0.714 1.519 -1.246
19 H -2.297 -0.882 -0.404

HOMO-LUMO gap	0.3663	Eh
SMILES string	CNC(C)(C)C
spin multiplicity	1
HOMO energy	-9.10	eV

Mulliken population analysis, charges in e, atoms 1 to 4:
1. N -0.515
2. C -1.489
3. C -1.294
4. C -1.690

***

It turns out 1 is the most stable, with the second structure 2.541 eV higher.

***

1:
Here is a gas-phase ion, C5H11N2O (charge +1) from the OMol25 dataset. Energies are from ωB97M-V/def2-TZVPD.

Cartesian coordinates (Å):
1 O 2.309 -1.427 -0.727
2 N 1.373 -0.422 2.551
3 N -2.055 0.764 -2.371
4 C -0.010 0.439 0.718
5 C -1.833 0.503 -0.980
6 C -0.533 0.265 -0.633
7 C 1.876 -1.389 0.362
8 C 1.488 -0.070 1.154
9 H -2.721 0.105 -2.871
10 H -1.283 0.749 -3.005
11 H 1.185 -1.410 2.675
12 H 0.223 0.062 -1.455
13 H -0.037 1.597 0.913
14 H -2.594 1.568 -2.583
15 H 1.682 -2.388 0.841
16 H -2.706 0.448 -0.380
17 H -0.605 -0.110 1.584
18 H 2.121 0.789 1.034
19 H 2.122 -0.071 3.176

HOMO-LUMO gap	0.3117	Eh
SMILES string	N[C@@H](C=O)C/C=C/[NH3+]
spin multiplicity	1
charge	+1
HOMO energy	-12.22	eV

Mulliken population analysis, charges in e, atoms 1 to 4:
1. O -0.393
2. N -0.610
3. N -0.322
4. C -0.708

***

2:
Here is 2 unconnected molecules or ions with the total composition C5H11N2O from the OMol25 dataset. Energies are from ωB97M-V/def2-TZVPD.

Cartesian coordinates (Å):
1 O -0.023 -2.013 2.258
2 N -0.486 -1.056 -2.124
3 N -1.196 0.299 -0.648
4 C 0.773 0.716 0.857
5 C 0.554 -0.821 -1.251
6 C -1.531 -0.346 -1.760
7 C 0.098 0.008 -0.277
8 C 0.756 2.217 0.662
9 H 1.765 0.262 0.935
10 H -1.841 0.874 -0.124
11 H 0.292 0.346 1.757
12 H 1.476 -1.394 -1.269
13 H 1.138 2.719 1.557
14 H -2.518 -0.292 -2.173
15 H 1.431 2.524 -0.134
16 H -0.212 2.651 0.421
17 H 0.084 -2.476 1.421
18 H -0.117 -2.713 2.922
19 H -0.442 -1.508 -3.030

HOMO-LUMO gap	0.4074	Eh
spin multiplicity	1
charge	+1
HOMO energy	-14.17	eV

Mulliken population analysis, charges in e, atoms 1 to 4:
1. O -0.596
2. N -0.034
3. N -0.002
4. C -0.425

***

It turns out 2 is the most stable, with the second structure 3.389 eV higher.

***

1:
Here is a gas-phase ion, C5H11N2O (charge +1) from the OMol25 dataset. Energies are from ωB97M-V/def2-TZVPD.

Cartesian coordinates (Å):
1 O -2.153 -0.906 1.057
2 N -0.835 -0.095 -1.073
3 N -1.191 0.405 2.628
4 C 1.612 -0.027 -1.145
5 C 1.140 -0.100 0.291
6 C -0.292 0.369 0.292
7 C 0.340 -0.588 -1.866
8 C -1.283 -0.136 1.373
9 H 1.928 0.972 -1.492
10 H -0.290 1.460 0.433
11 H -1.524 -0.848 -0.957
12 H 1.231 -0.918 1.011
13 H 1.796 0.545 0.961
14 H -1.301 0.708 -1.499
15 H 2.553 -0.590 -1.296
16 H 0.455 -1.658 -1.979
17 H -1.943 0.562 3.280
18 H -0.423 1.020 2.859
19 H 0.180 -0.174 -2.879

HOMO-LUMO gap	0.4157	Eh
SMILES string	NC(=O)[C@H]1CCC[NH2+]1
spin multiplicity	1
charge	+1
HOMO energy	-14.56	eV

Mulliken population analysis, charges in e, atoms 1 to 4:
1. O -0.568
2. N -0.082
3. N -0.399
4. C -0.609

***

2:
Here is 2 unconnected molecules or ions with the total composition C5H11N2O from the OMol25 dataset. Energies are from ωB97M-V/def2-TZVPD.

Cartesian coordinates (Å):
1 O -2.072 3.137 1.633
2 N 0.124 -1.650 1.773
3 N 0.953 -2.709 -4.194
4 C -1.616 2.795 0.584
5 C -0.757 0.562 1.331
6 C 0.433 -0.371 1.358
7 C -0.446 1.849 0.538
8 C 1.609 0.035 0.981
9 H 0.924 -2.271 1.879
10 H -1.074 0.712 2.370
11 H -2.038 3.172 -0.357
12 H -0.033 1.513 -0.397
13 H -0.439 -1.723 2.614
14 H 0.448 2.251 1.042
15 H 0.141 -2.125 -4.041
16 H 1.753 -2.192 -3.831
17 H 2.601 -0.422 0.961
18 H 1.101 -2.571 -5.195
19 H -1.613 0.010 0.950

HOMO-LUMO gap	0.1453	Eh
spin multiplicity	1
charge	+1
HOMO energy	-12.78	eV

Mulliken population analysis, charges in e, atoms 1 to 4:
1. O -0.396
2. N -0.393
3. N -0.659
4. C -0.209

***

It turns out 1 is the most stable, with the second structure 6.133 eV higher.